Entry 1:
Computed, not measured: 6 unconnected molecules or ions with the total composition C54H114N6O6 at a distorted geometry, with ωB97M-V/def2-TZVPD.

Cartesian coordinates (Å):
C (-1.307, -1.933, 3.185)
C (-2.151, -2.677, 4.238)
C (-1.687, -2.300, 5.707)
C (-2.244, -0.937, 6.203)
C (-3.773, -1.068, 6.086)
C (-4.334, -1.367, 4.674)
N (-3.562, -2.473, 4.082)
O (-4.005, -2.802, 2.838)
C (-5.783, -1.885, 4.938)
C (-4.335, -0.136, 3.787)
C (-1.777, -4.184, 4.098)
H (-1.728, -0.937, 3.047)
H (-1.570, -2.543, 2.320)
H (-0.223, -1.840, 3.254)
H (-2.013, -3.137, 6.324)
H (-0.615, -2.485, 5.766)
H (-1.838, -0.125, 5.601)
H (-1.928, -0.620, 7.196)
H (-4.162, -0.182, 6.587)
H (-4.000, -1.750, 6.906)
H (-5.847, -2.759, 5.585)
H (-6.397, -1.058, 5.296)
H (-6.328, -2.319, 4.100)
H (-3.404, 0.421, 3.686)
H (-4.633, -0.473, 2.794)
H (-5.060, 0.549, 4.227)
H (-1.868, -4.562, 3.080)
H (-2.413, -4.749, 4.779)
H (-0.726, -4.399, 4.293)
H (-4.348, -3.694, 2.932)
C (-4.946, -4.914, -2.349)
C (-4.521, -3.417, -2.136)
C (-4.192, -2.902, -3.545)
C (-4.194, -1.358, -3.573)
C (-5.443, -0.790, -2.931)
C (-5.793, -1.201, -1.461)
N (-5.686, -2.653, -1.508)
O (-5.957, -3.168, -0.232)
C (-4.834, -0.450, -0.565)
C (-7.232, -0.545, -1.175)
C (-3.191, -3.334, -1.347)
H (-5.950, -5.001, -2.764)
H (-4.943, -5.586, -1.492)
H (-4.335, -5.373, -3.127)
H (-3.379, -3.485, -3.979)
H (-5.017, -3.084, -4.235)
H (-4.017, -0.990, -4.583)
H (-3.273, -1.077, -3.062)
H (-6.228, -0.880, -3.682)
H (-5.410, 0.299, -2.933)
H (-5.078, 0.611, -0.619)
H (-4.958, -0.784, 0.465)
H (-3.775, -0.635, -0.746)
H (-7.444, -0.315, -0.131)
H (-7.439, 0.415, -1.648)
H (-7.994, -1.255, -1.497)
H (-3.306, -3.665, -0.315)
H (-2.795, -2.320, -1.299)
H (-2.488, -3.988, -1.863)
H (-5.201, -2.805, 0.235)
C (2.138, 7.268, 4.719)
C (1.420, 5.904, 5.048)
C (0.376, 5.796, 3.858)
C (-0.214, 4.361, 3.581)
C (0.409, 3.404, 4.519)
C (1.970, 3.455, 4.638)
N (2.321, 4.853, 4.793)
O (3.581, 4.958, 5.413)
C (2.269, 2.532, 5.880)
C (2.625, 2.962, 3.382)
C (0.672, 6.053, 6.421)
H (2.860, 7.431, 5.519)
H (1.330, 8.000, 4.681)
H (2.821, 7.351, 3.874)
H (-0.338, 6.554, 4.180)
H (0.809, 6.131, 2.915)
H (0.083, 4.022, 2.588)
H (-1.296, 4.422, 3.460)
H (0.097, 2.435, 4.128)
H (-0.135, 3.403, 5.463)
H (1.731, 1.585, 5.836)
H (3.291, 2.174, 6.006)
H (2.007, 3.003, 6.828)
H (2.259, 1.962, 3.149)
H (2.425, 3.477, 2.442)
H (3.708, 2.875, 3.294)
H (0.536, 5.073, 6.878)
H (-0.212, 6.690, 6.434)
H (1.303, 6.505, 7.186)
H (4.025, 5.321, 4.643)
C (-0.704, -8.132, -5.038)
C (0.729, -7.852, -5.725)
C (0.363, -7.456, -7.072)
C (-0.115, -5.958, -7.231)
C (0.877, -4.999, -6.572)
C (1.406, -5.471, -5.163)
N (1.621, -6.935, -5.020)
O (1.848, -7.281, -3.725)
C (2.874, -4.844, -5.005)
C (0.386, -4.861, -4.101)
C (1.529, -9.194, -5.894)
H (-0.581, -8.341, -3.976)
H (-1.162, -9.008, -5.497)
H (-1.391, -7.302, -4.874)
H (1.203, -7.515, -7.765)
H (-0.506, -7.952, -7.503)
H (-1.156, -5.954, -6.906)
H (-0.037, -5.878, -8.315)
H (0.355, -4.063, -6.371)
H (1.672, -5.027, -7.317)
H (3.463, -5.399, -5.736)
H (3.038, -3.819, -5.339)
H (3.258, -5.113, -4.021)
H (0.067, -3.824, -4.204)
H (-0.536, -5.442, -4.118)
H (0.838, -4.964, -3.114)
H (0.949, -10.091, -6.107)
H (1.999, -9.578, -4.989)
H (2.363, -9.223, -6.595)
H (2.794, -7.431, -3.664)
C (2.265, 1.327, -2.893)
C (1.870, 0.019, -2.205)
C (2.766, -0.128, -0.951)
C (2.411, 0.738, 0.257)
C (0.873, 0.449, 0.641)
C (-0.071, 0.770, -0.602)
N (0.409, -0.009, -1.779)
O (-0.413, 0.064, -2.917)
C (-1.318, 0.218, -0.176)
C (-0.059, 2.366, -0.819)
C (2.146, -1.280, -3.065)
H (3.245, 1.296, -3.368)
H (2.248, 2.078, -2.103)
H (1.521, 1.709, -3.593)
H (2.873, -1.178, -0.681)
H (3.796, 0.108, -1.219)
H (2.501, 1.801, 0.030)
H (3.109, 0.488, 1.056)
H (0.603, 1.052, 1.508)
H (0.933, -0.548, 1.077)
H (-1.262, -0.757, 0.309)
H (-1.839, 0.927, 0.468)
H (-2.037, 0.223, -0.995)
H (-0.697, 3.046, -0.254)
H (0.925, 2.830, -0.763)
H (-0.600, 2.552, -1.747)
H (3.147, -1.204, -3.490)
H (1.564, -1.356, -3.983)
H (2.151, -2.247, -2.562)
H (-0.685, -0.848, -3.048)
C (5.482, 4.316, -2.363)
C (5.324, 4.531, -0.850)
C (6.416, 5.459, -0.305)
C (6.144, 6.962, -0.428)
C (4.837, 7.366, 0.266)
C (3.611, 6.509, -0.193)
N (4.005, 5.113, -0.402)
O (2.929, 4.271, -0.847)
C (2.554, 6.439, 0.934)
C (3.123, 7.115, -1.533)
C (5.540, 3.191, -0.232)
H (6.379, 3.761, -2.638)
H (5.460, 5.190, -3.014)
H (4.791, 3.533, -2.673)
H (6.420, 5.378, 0.782)
H (7.378, 5.147, -0.714)
H (5.994, 7.041, -1.504)
H (7.047, 7.453, -0.065)
H (4.628, 8.435, 0.243)
H (4.795, 7.315, 1.354)
H (3.000, 6.039, 1.845)
H (2.264, 7.476, 1.100)
H (1.702, 5.783, 0.756)
H (2.110, 6.780, -1.757)
H (3.177, 8.203, -1.510)
H (3.620, 6.691, -2.406)
H (4.808, 2.490, -0.634)
H (5.402, 3.131, 0.847)
H (6.518, 2.737, -0.388)
H (2.927, 3.664, -0.104)

## Properties
- gap between HOMO and LUMO (spin up / spin down) (eV) = 7.39 / 2.89
- molecular weight (g mol⁻¹) = 943.54
- multiplicity = 2
- total energy (a.u.) = -2905.1080
- net charge = +1

Mulliken population analysis, charges in e, atoms 1 to 6:
1. C -1.416
2. C 1.748
3. C -1.557
4. C -0.266
5. C -1.538
6. C 1.937


Entry 2:
Computed, not measured: 6 unconnected molecules or ions with the total composition C54H114N6O6 at a distorted geometry, with ωB97M-V/def2-TZVPD.

Cartesian coordinates (Å):
C (-4.677, -17.844, 34.663)
C (-5.352, -18.978, 33.803)
C (-6.829, -18.492, 33.395)
C (-7.444, -19.432, 32.313)
C (-6.489, -19.312, 31.072)
C (-5.027, -19.845, 31.373)
N (-4.546, -19.178, 32.598)
O (-3.165, -19.499, 32.905)
C (-5.075, -21.394, 31.441)
C (-4.286, -19.310, 30.036)
C (-5.492, -20.254, 34.686)
H (-3.660, -18.005, 35.020)
H (-5.148, -17.720, 35.639)
H (-4.708, -16.842, 34.234)
H (-7.595, -18.514, 34.169)
H (-6.509, -17.461, 33.246)
H (-8.451, -19.116, 32.041)
H (-7.510, -20.465, 32.654)
H (-6.510, -18.278, 30.728)
H (-7.014, -20.004, 30.414)
H (-4.967, -21.699, 32.482)
H (-5.922, -21.834, 30.916)
H (-4.180, -21.862, 31.031)
H (-3.206, -19.429, 30.117)
H (-4.597, -19.690, 29.063)
H (-4.398, -18.250, 29.807)
H (-5.768, -21.183, 34.188)
H (-6.426, -20.189, 35.243)
H (-4.492, -20.519, 35.029)
H (-3.217, -20.453, 32.996)
C (-4.217, -18.668, 38.327)
C (-5.593, -18.756, 38.996)
C (-5.712, -20.300, 39.383)
C (-6.873, -20.504, 40.367)
C (-6.828, -19.695, 41.628)
C (-6.556, -18.161, 41.368)
N (-5.515, -17.964, 40.268)
O (-5.104, -16.684, 40.090)
C (-7.907, -17.398, 41.290)
C (-5.763, -17.549, 42.581)
C (-6.718, -18.435, 37.981)
H (-3.843, -17.729, 37.919)
H (-4.228, -19.384, 37.505)
H (-3.491, -19.033, 39.054)
H (-5.959, -20.934, 38.532)
H (-4.828, -20.677, 39.898)
H (-6.933, -21.574, 40.564)
H (-7.790, -20.260, 39.830)
H (-5.911, -19.887, 42.185)
H (-7.611, -19.927, 42.350)
H (-8.295, -17.477, 42.305)
H (-7.912, -16.332, 41.061)
H (-8.628, -17.971, 40.706)
H (-4.831, -18.097, 42.718)
H (-5.482, -16.506, 42.436)
H (-6.373, -17.651, 43.478)
H (-7.646, -18.726, 38.473)
H (-6.805, -19.073, 37.101)
H (-6.775, -17.350, 37.896)
H (-4.228, -16.758, 40.477)
C (0.788, -22.341, 28.343)
C (0.060, -22.578, 27.002)
C (0.326, -24.072, 26.591)
C (-0.743, -24.502, 25.563)
C (-2.083, -24.313, 26.008)
C (-2.518, -22.904, 26.404)
N (-1.461, -22.334, 27.279)
O (-1.714, -20.935, 27.754)
C (-2.653, -22.062, 25.047)
C (-3.821, -22.970, 27.298)
C (0.577, -21.557, 25.941)
H (1.862, -22.294, 28.163)
H (0.734, -23.168, 29.052)
H (0.456, -21.522, 28.980)
H (1.313, -24.156, 26.136)
H (0.394, -24.679, 27.494)
H (-0.620, -25.506, 25.157)
H (-0.660, -24.014, 24.592)
H (-2.183, -24.823, 26.966)
H (-2.674, -24.763, 25.211)
H (-2.739, -20.984, 25.187)
H (-1.995, -22.196, 24.188)
H (-3.658, -22.288, 24.690)
H (-4.608, -23.081, 26.551)
H (-3.792, -23.802, 28.002)
H (-3.957, -22.064, 27.888)
H (0.261, -21.927, 24.965)
H (1.660, -21.517, 25.828)
H (0.298, -20.514, 26.085)
H (-1.691, -21.085, 28.702)
C (-3.041, -23.303, 35.818)
C (-2.030, -23.482, 36.998)
C (-1.905, -22.186, 37.764)
C (-1.717, -22.283, 39.261)
C (-2.750, -23.063, 40.004)
C (-3.461, -24.134, 39.082)
N (-2.564, -24.519, 37.913)
O (-2.710, -25.689, 37.189)
C (-3.511, -25.454, 39.990)
C (-4.829, -23.551, 38.547)
C (-0.690, -23.823, 36.417)
H (-3.641, -24.161, 35.516)
H (-2.524, -23.037, 34.897)
H (-3.843, -22.590, 36.006)
H (-1.036, -21.639, 37.398)
H (-2.830, -21.629, 37.616)
H (-1.777, -21.291, 39.710)
H (-0.676, -22.591, 39.360)
H (-3.403, -22.290, 40.407)
H (-2.334, -23.520, 40.903)
H (-2.548, -25.876, 40.279)
H (-3.945, -25.280, 40.975)
H (-4.052, -26.242, 39.467)
H (-4.668, -22.625, 37.994)
H (-5.321, -24.293, 37.918)
H (-5.485, -23.221, 39.353)
H (-0.785, -24.552, 35.612)
H (-0.160, -24.336, 37.219)
H (-0.171, -23.011, 35.908)
H (-3.221, -25.219, 36.527)
C (-9.494, -20.063, 26.649)
C (-8.646, -18.766, 26.265)
C (-7.665, -18.433, 27.336)
C (-6.479, -17.544, 26.842)
C (-5.731, -18.152, 25.537)
C (-6.749, -18.495, 24.408)
N (-8.002, -19.091, 24.937)
O (-8.862, -19.338, 23.955)
C (-6.989, -17.065, 23.697)
C (-6.143, -19.450, 23.351)
C (-9.673, -17.630, 26.046)
H (-9.549, -20.271, 27.717)
H (-9.036, -21.002, 26.338)
H (-10.473, -20.185, 26.186)
H (-8.346, -17.980, 28.057)
H (-7.170, -19.264, 27.838)
H (-5.793, -17.297, 27.652)
H (-6.833, -16.544, 26.590)
H (-5.157, -19.050, 25.764)
H (-4.956, -17.441, 25.249)
H (-7.836, -17.058, 23.010)
H (-7.277, -16.336, 24.454)
H (-6.110, -16.641, 23.212)
H (-6.861, -19.880, 22.653)
H (-5.534, -18.874, 22.654)
H (-5.725, -20.317, 23.863)
H (-10.126, -17.537, 25.058)
H (-9.152, -16.757, 26.438)
H (-10.402, -17.755, 26.846)
H (-9.252, -18.509, 23.667)
C (-4.736, -12.529, 29.339)
C (-3.437, -12.487, 30.157)
C (-3.803, -11.566, 31.417)
C (-2.825, -11.747, 32.605)
C (-2.823, -13.232, 32.976)
C (-2.651, -14.269, 31.773)
N (-3.377, -13.924, 30.598)
O (-3.053, -14.781, 29.465)
C (-1.120, -14.390, 31.596)
C (-2.990, -15.704, 32.233)
C (-2.165, -11.911, 29.443)
H (-4.835, -13.105, 28.420)
H (-5.067, -11.492, 29.281)
H (-5.552, -13.013, 29.875)
H (-3.736, -10.539, 31.059)
H (-4.784, -11.778, 31.843)
H (-3.193, -11.133, 33.428)
H (-1.894, -11.242, 32.348)
H (-3.728, -13.600, 33.457)
H (-1.967, -13.376, 33.635)
H (-0.886, -14.792, 30.610)
H (-0.813, -13.358, 31.425)
H (-0.531, -14.985, 32.294)
H (-2.620, -15.868, 33.246)
H (-4.065, -15.754, 32.062)
H (-2.562, -16.415, 31.526)
H (-1.353, -11.677, 30.131)
H (-2.471, -11.000, 28.928)
H (-1.854, -12.623, 28.678)
H (-3.898, -15.161, 29.216)

## Properties
- gap between HOMO and LUMO (spin up / spin down) (eV) = 6.56 / 2.31
- molecular weight (g mol⁻¹) = 943.54
- multiplicity = 2
- total energy (a.u.) = -2905.0433
- net charge = +1

Mulliken population analysis, charges in e, atoms 1 to 6:
1. C -1.464
2. C 1.562
3. C -1.484
4. C -0.961
5. C -1.202
6. C 1.585